1.
Formula: C15H34Cl2CrN4O7S
Source: the Open Molecules 2025 dataset
Level of theory: ωB97M-V with the def2-TZVPD basis set

CARTESIAN COORDINATES (ANGSTROEM)
C: 0.7292 -4.5625 -0.1317
H: -1.5838 0.5222 -2.3500
C: -0.1151 1.9696 -1.7441
H: 0.0426 2.8460 -2.3932
H: -2.9928 3.0707 -0.4412
H: -1.2369 3.3274 1.0968
O: 2.0830 -1.9685 -0.7567
H: -4.2060 -1.8195 2.5604
H: -5.0697 -1.1373 -0.2945
O: -1.5255 -0.7127 -0.2394
H: 2.1491 -1.1339 -3.1624
C: -4.1440 -0.7859 2.2181
N: -1.0807 2.2702 -0.6957
H: -2.0641 3.8458 -1.7387
H: 3.6341 1.9995 3.5919
C: -0.5623 0.7902 -2.6133
H: 2.8516 2.1065 0.1217
H: 2.4664 0.7830 4.0781
C: -0.4972 3.1360 0.3181
C: 3.3279 2.0470 1.0949
N: 2.4916 1.2755 2.0173
O: 3.7228 -0.1712 -0.9346
H: 4.3193 1.6047 0.9604
H: 0.4774 0.2234 3.0682
C: 1.9197 0.0970 1.4772
H: -2.7553 2.2316 -1.9763
O: 2.9534 -0.9776 1.2699
H: 1.7284 -4.2472 -0.4108
H: 1.5070 -1.2454 3.1518
C: -4.2521 -0.4196 -0.2502
H: 2.1403 0.5088 -2.5450
H: 3.9540 0.2970 3.2297
H: -5.1534 -0.4098 2.0816
H: -1.4363 -0.2483 2.7772
C: 3.1725 1.0608 3.2946
H: -0.5501 1.0782 -3.6686
Cl: -0.4050 -3.4211 -0.9410
Cl: 0.5694 -4.5495 1.6124
H: -3.6366 -0.5137 -1.1374
H: 0.8384 1.7432 -1.2703
H: -0.1828 4.1090 -0.0916
H: -1.7372 -1.9897 2.6169
C: -1.3450 -1.1060 2.1057
H: 0.3645 2.6490 0.7698
C: -0.4446 -1.4620 -3.3482
H: -3.6609 -0.1789 2.9817
H: -1.4053 -1.7209 -2.9031
C: -2.1380 -0.8219 0.8522
H: -0.6239 -1.0509 -4.3453
C: 1.5776 -0.2103 -3.1313
Cr: 0.4140 -1.1148 -0.4730
H: -4.6619 0.5887 -0.1994
N: -3.4434 -0.6889 0.9380
H: 0.4679 -5.5445 -0.5064
S: 3.3986 -1.3545 -0.2075
C: -2.2781 2.8848 -1.2439
O: 1.2559 0.3509 0.3115
H: 1.4307 0.1637 -4.1481
N: 0.2537 -0.4627 -2.5128
H: 3.4358 3.0512 1.5030
H: 0.1671 -2.3544 -3.4485
C: 0.9711 -0.5608 2.4974
O: 4.3725 -2.3787 -0.0836
O: 0.0006 -1.3081 1.7412

The calculation puts the LUMO energy (alpha / beta) at -0.15163 / -0.13102 hartree. As for the total charge: +1. As for the highest occupied orbital energy (alpha / beta): -11.32 / -11.32 eV. Its frontier orbital gap (alpha / beta) is 7.20 / 7.76 eV. The spin multiplicity is 2. Its expectation value of S² is 0.77. The total energy is -3700.48374 Ha. The energy above the lowest of the compared OMol25 structures with the same formula, charge and spin comes out at 24.0 kcal/mol.



2.
Formula: C32H47ClPPtSi4
Source: the Open Molecules 2025 dataset
Level of theory: ωB97M-V with the def2-TZVPD basis set

CARTESIAN COORDINATES (ANGSTROEM)
H: 1.4798 -4.6649 0.1346
H: -3.1810 2.5347 -2.9263
H: 3.5417 0.7445 -2.0068
H: 4.4264 -3.7447 -1.8478
H: -7.3464 0.1861 -2.3256
H: -0.4453 -1.0794 2.9939
H: -3.5008 1.7134 1.6281
H: -0.5670 5.6170 0.7125
C: -5.9875 1.5300 -1.3134
H: 1.5993 1.8264 -4.1139
H: -6.7415 2.2994 -1.1392
H: 1.2208 -4.3472 2.5235
C: 1.3582 -4.2041 -0.8546
H: -3.2920 -1.1931 -1.8841
C: -4.6697 1.7574 -0.9014
C: -5.3516 -0.6374 -2.1707
H: -4.4225 2.7093 -0.4342
H: -3.2040 -3.0371 0.1758
C: 2.4428 -0.7711 3.9068
C: -3.6831 0.7735 -1.0957
C: -1.9785 2.5327 0.3236
C: -1.9865 4.7253 2.0762
H: 1.4418 -0.3601 4.0915
C: 0.0188 1.3739 -2.7196
H: 5.3389 1.3583 0.9946
H: 2.7845 -1.0042 -2.9689
Pt: -0.6947 -0.6992 0.2316
H: 1.1139 -1.6253 -2.9713
H: 2.4447 -2.6568 -3.5276
C: -2.8103 3.6248 2.3320
H: -0.5197 3.6573 -0.8181
C: -4.0475 -0.4228 -1.7302
P: -1.9182 1.0414 -0.7224
H: 1.6949 -4.9247 -1.6158
H: 4.1515 -3.8668 2.0431
C: -1.6132 2.9560 -4.3476
Si: 1.6444 -1.1477 0.5691
H: -5.5987 -1.5680 -2.6859
C: 0.5473 1.9789 -3.8645
H: -1.9845 5.5751 2.7626
C: 2.1566 2.0443 1.5512
C: -1.1549 3.6453 0.0686
H: 4.0461 2.2434 -1.2040
H: 0.1471 3.2502 -5.5639
C: -3.4650 -1.2584 1.5023
H: 4.5006 -3.0170 3.5552
H: -4.5277 -1.0548 1.3973
H: 1.7163 -3.8843 4.1638
C: -2.8177 2.5452 1.4489
C: -1.1811 4.7428 0.9349
C: -1.3019 1.6416 -2.3336
H: 0.6245 0.6831 -2.1254
H: 2.0269 1.7104 2.5880
H: 4.4396 -3.7521 -0.0733
Si: 3.0264 0.7699 0.4666
H: -3.4564 3.6087 3.2106
C: 4.7712 0.4225 1.1132
H: 4.8067 0.1439 2.1732
C: -0.2681 2.7758 -4.6747
H: -2.2672 3.5393 -4.9932
H: 5.2903 -0.3538 0.5354
C: -1.2971 -1.2042 2.3260
C: 3.2455 1.4909 -1.2606
C: -2.7827 -2.3021 0.8542
H: 2.3410 1.9987 -1.6155
Si: 2.4154 -2.1349 2.5997
H: 0.2672 -3.1528 3.4374
H: 0.2906 -4.0044 -1.0256
C: -1.4254 -2.3534 1.3764
C: -6.3267 0.3411 -1.9646
C: -2.5969 -0.5918 2.3907
H: 2.7979 -1.2284 4.8425
C: 4.2151 -3.1397 -0.9532
C: -2.1322 2.3954 -3.1811
H: 3.1132 0.0623 3.6642
H: 1.1671 2.3117 1.1554
H: 4.8928 -2.2517 2.0053
H: 2.7773 2.9530 1.5595
H: -0.7080 -3.1645 1.3257
H: 4.8918 -2.2761 -0.9633
Si: 2.3933 -2.6464 -1.0805
Cl: -1.0796 -2.0125 -1.8090
C: 1.2839 -3.5059 3.2243
H: -2.8812 0.1782 3.1071
C: 4.1556 -2.8785 2.5195
C: 2.1644 -1.8902 -2.7895

The calculation puts the LUMO energy (alpha / beta) at -0.07025 / -0.23187 hartree. As for the total charge: +1. As for the highest occupied orbital energy (alpha / beta): -9.77 / -10.91 eV. Its frontier orbital gap (alpha / beta) is 7.86 / 4.60 eV. The spin multiplicity is 5. Its expectation value of S² is 6.02. The total energy is -3326.14626 Ha.



3.
Formula: CH2NOP
Source: the Open Molecules 2025 dataset
Level of theory: ωB97M-V with the def2-TZVPD basis set

CARTESIAN COORDINATES (ANGSTROEM)
P: -0.7638 -0.3409 -0.0024
N: -0.7390 -1.8311 -0.0496
O: 2.1392 0.6022 0.2209
C: 1.1886 0.5669 -0.4085
H: -0.4414 0.4314 1.0816
H: -1.3837 0.5714 -0.8420

The calculation puts the LUMO energy at -0.03567 hartree. As for the total charge: 0. As for the highest occupied orbital energy: -9.21 eV. Its frontier orbital gap is 8.24 eV. The spin multiplicity is 1. The total energy is -510.50382 Ha. The energy above the lowest of the compared OMol25 structures with the same formula, charge and spin comes out at 88.9 kcal/mol.



4.
Formula: C2H3Cl2PS
Source: the Open Molecules 2025 dataset
Level of theory: ωB97M-V with the def2-TZVPD basis set

CARTESIAN COORDINATES (ANGSTROEM)
H: -0.9924 0.6685 -2.4201
C: -1.2207 0.5897 -0.2851
H: 0.4319 1.0329 -1.2962
Cl: -0.4093 0.6802 1.2661
H: -2.2971 0.3584 -0.2379
S: 2.6173 -0.8645 0.2108
C: -0.6029 0.8362 -1.4036
Cl: 1.4146 -1.7473 3.0784
P: 1.0587 -1.5541 1.0876

The calculation puts the LUMO energy at -0.02952 hartree. As for the total charge: 0. As for the highest occupied orbital energy: -9.03 eV. Its frontier orbital gap is 8.23 eV. The spin multiplicity is 1. The total energy is -1737.91881 Ha. The energy above the lowest of the compared OMol25 structures with the same formula, charge and spin comes out at 30.5 kcal/mol.



5.
Formula: C18H26N2OS
Source: the Open Molecules 2025 dataset
Level of theory: ωB97M-V with the def2-TZVPD basis set

CARTESIAN COORDINATES (ANGSTROEM)
H: -3.3822 -2.6321 0.4529
H: -5.5506 -3.4166 -0.3123
H: 4.7229 0.3677 1.5074
H: 6.5061 -1.4686 1.3759
H: -2.6707 2.1025 -0.7884
N: -2.6398 -0.1286 0.8357
H: 4.5992 1.5427 0.1958
H: -7.3640 -1.8105 -0.8172
N: -0.7115 1.4550 -0.5351
H: 6.9469 0.8015 0.4960
H: -6.9408 0.6095 -0.5381
C: 1.7180 1.3474 -0.8543
C: -1.4334 -0.7207 0.3032
O: 0.5575 3.2211 0.0373
C: 5.5366 -2.2275 -0.3871
C: 4.1159 -1.8775 0.0498
H: 5.6199 -2.1162 -1.4710
H: -0.0211 -0.3755 -1.2955
H: 6.3349 0.3221 -1.0891
C: -4.1445 -1.9072 0.2112
C: 6.2359 0.1494 -0.0144
H: -1.6184 1.2574 1.9615
C: -3.8793 -0.5399 0.3582
S: 2.0980 -0.0425 0.2756
H: -0.6584 -0.7050 1.0769
C: -2.4025 1.2512 1.1956
C: -5.3793 -2.3546 -0.2099
H: 3.3934 -2.5204 -0.4568
H: 5.7477 -3.2695 -0.1402
H: 3.8344 -0.2588 -1.3472
H: -1.6075 -1.7513 0.0029
H: -1.6562 3.0926 0.3008
H: -4.7762 1.4161 0.1802
C: 3.8171 -0.4182 -0.2648
C: -6.1583 -0.1061 -0.3296
C: -1.9092 2.0760 -0.0020
C: -6.3983 -1.4586 -0.4882
C: -4.9206 0.3515 0.0830
H: -3.3017 1.6873 1.6284
C: -0.9309 0.0794 -0.9138
C: 6.5476 -1.3115 0.2959
H: 2.5487 2.0505 -0.8084
H: 7.5570 -1.5559 -0.0403
C: 4.8160 0.4973 0.4269
H: -1.6995 0.0570 -1.6972
H: 4.0092 -2.0376 1.1248
C: 0.4731 2.0875 -0.3971
H: 1.6112 0.9575 -1.8682

The calculation puts the LUMO energy at 0.02839 hartree. As for the total charge: 0. As for the highest occupied orbital energy: -7.65 eV. Its frontier orbital gap is 8.42 eV. Its structure (SMILES) is O=C(CSC1CCCCC1)N1CCN(c2ccccc2)CC1. The spin multiplicity is 1. The total energy is -1284.45159 Ha. The energy above the lowest of the compared OMol25 structures with the same formula, charge and spin comes out at 0.0 kcal/mol.



6.
Formula: C28H28BrKN5O5PTe
Source: the Open Molecules 2025 dataset
Level of theory: ωB97M-V with the def2-TZVPD basis set

CARTESIAN COORDINATES (ANGSTROEM)
C: 1.1626 -3.3752 -5.3259
C: -3.5592 -1.4900 0.7237
N: -0.6181 1.7537 -1.7677
H: 0.8029 5.1236 -2.9645
C: 1.8417 5.2723 1.0999
C: 0.7327 3.0027 -3.2725
H: 0.8940 5.8117 1.0562
C: 0.6113 0.4934 -3.5762
H: -4.3349 -1.4454 3.9893
H: 1.4314 -3.4773 -6.3736
C: -0.4224 -3.5084 1.0420
P: 1.2851 1.8569 1.7808
H: 2.8683 3.8750 2.4095
O: 0.0336 1.0803 1.5934
C: 0.2045 1.7917 -2.8172
C: 0.4684 -3.0668 -2.6007
C: -0.5157 -1.9823 2.7637
K: 0.0844 -0.4273 -0.4036
H: 3.4958 2.6851 -0.7838
H: -0.7511 5.0125 -0.9897
C: -1.0641 -2.9072 3.6368
H: -1.5796 2.7819 -0.2794
H: 1.1800 -5.4831 -4.9097
H: -1.1124 -5.4793 1.4261
O: 1.9353 2.0779 0.3324
H: 1.3862 2.9611 -4.1330
H: 0.5749 -5.1813 -2.5337
H: -0.2999 -0.9613 3.0621
N: 0.1396 -2.8963 -1.2428
O: 0.8754 3.3604 2.2217
C: -2.7706 0.4104 1.6594
H: -2.1911 1.3128 1.5256
H: 3.9386 1.8952 0.7570
H: -3.5569 0.7142 4.9572
C: 0.9609 -2.1055 -4.7932
N: 0.3493 -0.6246 -2.9316
H: 1.9473 4.7025 0.1775
C: 1.0237 -4.4819 -4.5182
C: -0.0392 -3.9070 -0.4151
C: 3.2768 1.8488 -0.1143
H: -4.6159 -2.8862 1.9667
H: -1.2971 -2.6224 4.6558
C: -1.3071 -4.1886 3.1627
H: 3.1603 -0.2915 -0.1146
C: -3.2553 0.0744 2.9191
O: 1.1529 0.7178 -4.6864
H: -3.0550 2.0031 3.8528
C: 3.3716 0.5177 -0.8168
C: 0.6831 -4.3241 -3.1777
C: 1.8906 4.3582 2.3032
N: -2.9143 -0.3562 0.5820
C: -0.4633 4.1249 -1.5384
C: -2.9307 0.9474 4.0941
Te: 2.8874 0.9685 3.3320
H: 1.7032 4.9078 3.2298
C: -0.9787 -4.4976 1.8573
H: 1.0747 -1.2279 -5.4087
C: 0.3960 4.1757 -2.6270
H: 4.3817 0.3513 -1.1996
O: 0.0092 -5.1499 -0.5772
H: 2.6496 6.0071 1.1529
C: -0.9329 2.8828 -1.1443
H: -1.8854 0.8097 4.3811
H: 2.6801 0.4555 -1.6579
Br: -3.6886 -2.6015 -0.8112
H: -1.7442 -4.9429 3.8092
C: 0.6077 -1.9039 -3.4561
C: -4.1120 -1.9325 1.9171
N: -0.2093 -2.2768 1.5040
C: -3.9474 -1.1240 3.0283

The calculation puts the LUMO energy at 0.14318 hartree. As for the total charge: -2. As for the highest occupied orbital energy: -1.13 eV. Its frontier orbital gap is 5.02 eV. The spin multiplicity is 1. The total energy is -5517.34806 Ha.